[1]
CH3NO3 | ωB97M-V/def2-TZVPD

Summary:
* highest occupied orbital energy (alpha / beta): -9.374 / -10.764 eV
* energy relative to the best compared isomer or geometry (same formula, charge and spin): 126.36 kcal per mole
* LUMO energy (alpha / beta): -1.21 / -1.49 eV

```
8
Properties=species:S:1:pos:R:3:mulliken_charge:R:1
C -0.48763 0.14085 0.40560 -0.257
N 0.33975 -0.78254 -0.29558 1.022
O 0.72006 -1.79067 0.25685 -0.551
O 0.57278 -0.45915 -1.45891 -0.673
O -1.02723 1.09169 -0.30899 -0.371
H -0.92417 -0.14114 1.35036 0.378
H 1.40001 0.88573 1.25055 0.063
H -0.59357 1.05524 -1.19988 0.390
```

[2]
CH3NO3 | ωB97M-V/def2-TZVPD

Summary:
* highest occupied orbital energy: -10.519 eV
* energy relative to the best compared isomer or geometry (same formula, charge and spin): 76.45 kcal per mole
* LUMO energy: 0.91 eV
* structure (SMILES): NOOC=O

```
8
Properties=species:S:1:pos:R:3:mulliken_charge:R:1
C -1.56919 0.33169 -0.02500 0.199
N 1.69347 -0.08360 0.14743 -0.324
O -2.60134 -0.17522 0.12809 -0.380
O -0.47435 -0.40214 -0.65123 -0.212
O 0.74572 0.37203 -0.65365 -0.144
H -1.15417 1.26399 0.35942 0.339
H 2.14850 -0.95820 -0.27689 0.263
H 1.21136 -0.34854 0.97183 0.259
```

[3]
CH3NO3 | ωB97M-V/def2-TZVPD

Summary:
* highest occupied orbital energy (alpha / beta): -8.658 / -8.617 eV
* energy relative to the best compared isomer or geometry (same formula, charge and spin): 89.68 kcal per mole
* LUMO energy (alpha / beta): -0.51 / -0.55 eV

```
8
Properties=species:S:1:pos:R:3:mulliken_charge:R:1
C -0.00879 -0.41359 -0.84767 -0.138
N 2.21412 -0.22432 -0.18973 0.505
O 3.05076 -1.02136 -0.53224 -0.488
O 2.31229 0.66502 0.60584 -0.474
O -0.59580 -0.28197 0.32493 -0.358
H 0.16821 0.49161 -1.36654 0.271
H -0.23688 -1.37441 -1.44795 0.279
H -0.51172 0.68549 0.49114 0.403
```

[4]
CH3NO3S | ωB97M-V/def2-TZVPD

Summary:
* highest occupied orbital energy (alpha / beta): -9.022 / -9.022 eV
* energy relative to the best compared isomer or geometry (same formula, charge and spin): 112.54 kcal per mole
* LUMO energy (alpha / beta): -1.29 / -1.29 eV

```
9
Properties=species:S:1:pos:R:3:mulliken_charge:R:1
C -1.44758 -0.42298 0.31017 -0.274
N 1.73605 0.27835 -0.05846 0.829
O 0.93714 1.17098 -0.35934 -0.690
O 2.89996 0.44565 0.19429 -0.533
O -1.45346 0.20245 -0.80951 -0.346
S 1.13937 -1.29669 -0.00796 -0.226
H -2.11323 -1.26515 0.39557 0.327
H -1.01942 0.03231 1.19440 0.369
H -0.67883 0.85509 -0.85917 0.544
```

[5]
CH3NO3S | ωB97M-V/def2-TZVPD

Summary:
* highest occupied orbital energy: -10.621 eV
* energy relative to the best compared isomer or geometry (same formula, charge and spin): 38.65 kcal per mole
* LUMO energy: -0.42 eV

```
9
Properties=species:S:1:pos:R:3:mulliken_charge:R:1
C 0.49492 1.07554 0.21075 0.263
N -1.57082 -0.92849 0.88889 -0.478
O 0.70140 0.29791 -0.84118 -0.414
O -2.05111 0.12202 -1.29383 -0.616
O -0.56331 1.60429 0.53492 -0.486
S -2.27478 0.21043 0.17306 0.656
H 1.33984 1.36927 0.92111 0.345
H -0.83447 -1.39700 0.59251 0.296
H -0.18851 0.01277 -1.30216 0.434
```

[6]
CH3NO3S | ωB97M-V/def2-TZVPD

Summary:
* highest occupied orbital energy: -9.913 eV
* energy relative to the best compared isomer or geometry (same formula, charge and spin): 9.24 kcal per mole
* LUMO energy: -1.67 eV

```
9
Properties=species:S:1:pos:R:3:mulliken_charge:R:1
C 1.20716 1.24808 -0.72523 0.144
N 0.87471 0.45520 0.37208 -0.325
O -1.02720 -1.76345 0.08249 -0.361
O -3.24179 -1.25326 1.15156 -0.351
O 1.46777 2.42560 -0.78528 -0.520
S -2.48194 -1.88394 0.09090 0.685
H 1.26297 0.62099 -1.64308 0.235
H 0.90516 -0.61260 0.12015 0.274
H 1.03316 0.76338 1.33641 0.218
```

[7]
CH3NO3S | ωB97M-V/def2-TZVPD

Summary:
* highest occupied orbital energy (alpha / beta): -10.137 / -10.137 eV
* energy relative to the best compared isomer or geometry (same formula, charge and spin): 106.32 kcal per mole
* LUMO energy (alpha / beta): -0.88 / -0.88 eV
* structure (SMILES): O=[N+]([O-])[C@@H](O)S

```
9
Properties=species:S:1:pos:R:3:mulliken_charge:R:1
C 0.17243 0.04173 -0.54339 -0.114
N 0.87607 -0.24554 0.69409 0.802
O 1.81429 0.77807 1.04820 -0.484
O 0.59747 -1.10417 1.44006 -0.442
O -0.38435 -1.03998 -1.05553 -0.439
S -0.86005 1.45785 -0.15411 -0.104
H 0.72929 0.53107 -1.43481 0.275
H -1.21662 -1.24092 -0.60719 0.391
H -1.72854 0.82190 0.61268 0.114
```

[8]
CH3NO3S | ωB97M-V/def2-TZVPD

Summary:
* highest occupied orbital energy (alpha / beta): -9.696 / -9.696 eV
* energy relative to the best compared isomer or geometry (same formula, charge and spin): 161.00 kcal per mole
* LUMO energy (alpha / beta): -1.74 / -1.74 eV

```
9
Properties=species:S:1:pos:R:3:mulliken_charge:R:1
C -1.73695 -0.15579 -0.39381 -0.229
N 0.95220 0.25229 -0.67914 -0.383
O -3.80615 -1.47004 -0.96643 -0.443
O -1.86756 -2.08495 -2.22190 -0.408
O 0.03215 -0.69621 -0.33406 -0.264
S -2.40906 -1.49928 -1.09615 0.906
H -1.83170 -0.05055 0.58361 0.305
H 0.65872 0.41045 -1.62572 0.266
H 0.87042 1.11560 -0.20769 0.249
```

no.,electronic energy (eV)
1,-8711.4871
2,-8713.6513
3,-8713.0776
4,-19548.4343
5,-19551.6386
6,-19552.9138
7,-19548.7041
8,-19546.3332